# 1
Here is C19H14BrClN4NiO5 as an isolated structure from the Open Molecules 2025 dataset. Energies are from ωB97M-V/def2-TZVPD.

relative energy (zero: lowest compared OMol25 entry of this formula, charge and spin) = 0.0778 eV
lowest unoccupied orbital energy (spin up / spin down) = -0.95 / -0.99 eV
total charge = 0
2S+1 = 3
gap between HOMO and LUMO (spin up / spin down) = 6.907 / 6.910 eV
⟨S²⟩ = 2.0055

Each line ends with the Mulliken spin population.
Geometry (Å):
Ni (0.0674, -0.1479, 0.0916)  1.74
Br (5.7621, 4.5061, 0.8146)  0.00
C (4.5322, 3.1057, 0.4557)  0.01
C (5.0119, 1.7968, 0.2293)  0.00
C (4.1462, 0.7721, -0.0327)  0.01
C (2.7354, 0.9750, -0.0851)  0.01
O (1.9582, -0.0212, -0.3421)  0.06
C (2.2764, 2.3119, 0.1452)  -0.02
C (0.9037, 2.6771, 0.1323)  0.00
N (-0.0803, 1.8820, -0.0900)  0.05
C (-1.4250, 2.3295, -0.0643)  -0.02
C (-1.8531, 3.6264, -0.0992)  0.01
C (-3.2311, 3.9430, -0.0696)  0.00
C (-4.1746, 2.9629, -0.0266)  0.00
C (-3.7712, 1.6070, -0.0296)  0.00
C (-4.6866, 0.5256, -0.0217)  0.00
C (-4.2295, -0.7533, -0.0593)  0.00
C (-2.8368, -0.9831, -0.1015)  0.01
N (-1.9639, -0.0055, -0.0932)  0.04
C (-2.4030, 1.2938, -0.0538)  0.02
C (3.2042, 3.3543, 0.4152)  0.00
H (6.0797, 1.6105, 0.2720)  0.00
H (4.4989, -0.2384, -0.2041)  0.00
H (0.6945, 3.7300, 0.3488)  0.00
H (-1.1346, 4.4332, -0.1707)  0.00
H (-3.5339, 4.9830, -0.0944)  0.00
H (-5.2329, 3.2051, -0.0108)  0.00
H (-5.7531, 0.7361, 0.0055)  0.00
H (-4.9067, -1.5988, -0.0595)  0.00
H (-2.4365, -1.9889, -0.1398)  0.00
H (2.8364, 4.3623, 0.5857)  0.00
N (-0.0721, -0.9056, 4.1913)  0.00
C (0.2948, 0.4198, 4.3210)  0.00
C (0.3701, 0.8934, 3.0532)  0.00
N (0.0521, -0.1165, 2.1625)  0.05
C (-0.2044, -1.1900, 2.8801)  0.00
H (-0.2025, -1.5623, 4.9375)  0.00
H (0.4719, 0.8891, 5.2761)  0.00
H (0.6398, 1.8842, 2.7246)  0.00
H (-0.4638, -2.1624, 2.4814)  0.00
O (1.2168, -4.0768, 0.2177)  0.00
Cl (-0.0807, -3.5149, -0.0049)  0.00
O (-0.8434, -3.4504, 1.2376)  0.00
O (-0.8162, -4.2325, -1.0081)  0.00
O (0.0954, -2.1195, -0.4959)  0.02



# 2
Here is C38H36FeN2O6P2S2 as an isolated structure from the Open Molecules 2025 dataset. Energies are from ωB97M-V/def2-TZVPD.

lowest unoccupied orbital energy (spin up / spin down) = -5.22 / -5.00 eV
total charge = +1
2S+1 = 2
gap between HOMO and LUMO (spin up / spin down) = 5.384 / 5.748 eV
⟨S²⟩ = 1.0287

Each line ends with the Mulliken spin population.
Geometry (Å):
Fe (-0.4810, -0.1605, -0.0817)  0.91
O (3.4043, -0.1664, -0.8512)  0.00
S (2.1847, 0.5071, -0.5263)  0.01
O (1.1071, 0.4675, -1.5456)  0.00
O (1.5519, 0.0492, 0.7429)  -0.02
C (2.5513, 2.2259, -0.3477)  0.00
C (3.8548, 2.6912, -0.3413)  0.00
C (4.0778, 4.0564, -0.2698)  0.00
C (3.0022, 4.9344, -0.2110)  0.00
C (1.7026, 4.4562, -0.2098)  0.00
C (1.4668, 3.0855, -0.2810)  -0.01
P (-0.2541, 2.4521, -0.2301)  -0.02
C (-1.0221, 3.2671, -1.6655)  -0.02
C (-2.4128, 3.3581, -1.7650)  -0.01
C (-2.9908, 3.9614, -2.8704)  0.00
C (-2.1957, 4.4512, -3.8956)  -0.01
C (-0.8168, 4.3252, -3.8219)  0.00
C (-0.2300, 3.7293, -2.7173)  -0.01
C (-0.7384, 3.4005, 1.2646)  -0.01
C (0.0305, 3.1345, 2.4050)  0.00
C (-0.2772, 3.7302, 3.6155)  0.00
C (-1.3682, 4.5870, 3.7098)  0.00
C (-2.1147, 4.8744, 2.5789)  0.00
C (-1.8072, 4.2828, 1.3593)  0.00
H (4.6694, 1.9829, -0.4113)  0.00
H (5.0893, 4.4387, -0.2672)  0.00
H (3.1767, 6.0012, -0.1675)  0.00
H (0.8660, 5.1418, -0.1596)  0.00
H (-3.0528, 2.9411, -0.9985)  0.00
H (-4.0676, 4.0417, -2.9367)  0.00
H (-2.6459, 4.9225, -4.7592)  0.00
H (-0.1884, 4.6884, -4.6241)  0.00
H (0.8446, 3.6199, -2.6803)  0.00
H (0.8741, 2.4545, 2.3278)  0.00
H (0.3327, 3.5283, 4.4866)  0.00
H (-1.6224, 5.0372, 4.6600)  0.00
H (-2.9442, 5.5665, 2.6417)  0.00
H (-2.3956, 4.5259, 0.4846)  0.00
N (-1.3600, 0.2787, 2.0804)  -0.03
C (-2.8123, 0.1690, 2.3543)  0.00
C (-3.6802, 1.1451, 1.5426)  0.00
N (-3.7399, 0.9888, 0.0997)  0.00
H (-0.8694, -0.4974, 2.5147)  0.00
H (-1.0167, 1.1375, 2.4941)  0.00
H (-3.0082, 0.3734, 3.4115)  0.00
H (-3.1157, -0.8494, 2.1274)  0.00
H (-3.3444, 2.1624, 1.7575)  0.00
H (-4.7041, 1.0447, 1.9044)  0.00
H (-2.8373, 1.0712, -0.3495)  0.01
H (-4.1517, 0.1085, -0.1842)  0.00
O (-3.5350, -1.9479, -1.2596)  0.00
S (-2.2034, -2.2701, -0.8473)  0.00
O (-1.1210, -1.7292, -1.7088)  0.02
O (-1.8633, -1.8715, 0.5389)  0.04
C (-1.8740, -3.9821, -0.7585)  0.01
C (-2.7974, -4.9974, -0.8880)  0.00
C (-2.3736, -6.2985, -0.6597)  0.00
C (-1.0555, -6.5527, -0.3032)  0.00
C (-0.1393, -5.5172, -0.1637)  0.01
C (-0.5493, -4.2075, -0.3763)  -0.01
P (0.6456, -2.8043, -0.2316)  0.05
C (1.6789, -3.0512, -1.6801)  0.02
C (2.9413, -2.4635, -1.7725)  0.01
C (3.6569, -2.5333, -2.9556)  0.00
C (3.1158, -3.1731, -4.0600)  0.01
C (1.8692, -3.7796, -3.9684)  0.00
C (1.1467, -3.7149, -2.7924)  0.01
C (1.4851, -3.1213, 1.3398)  0.01
C (0.6573, -3.1708, 2.4670)  0.01
C (1.2096, -3.3062, 3.7274)  0.00
C (2.5909, -3.3707, 3.8749)  0.01
C (3.4114, -3.3302, 2.7587)  0.00
C (2.8676, -3.2033, 1.4895)  0.01
H (-3.8134, -4.7636, -1.1778)  0.00
H (-3.0724, -7.1173, -0.7614)  0.00
H (-0.7344, -7.5701, -0.1256)  0.00
H (0.8861, -5.7249, 0.1164)  0.00
H (3.3540, -1.9208, -0.9408)  0.00
H (4.6288, -2.0625, -3.0152)  0.00
H (3.6590, -3.1941, -4.9954)  0.00
H (1.4534, -4.2952, -4.8236)  0.00
H (0.1752, -4.1859, -2.7394)  0.00
H (-0.4157, -3.0983, 2.3384)  0.00
H (0.5666, -3.3566, 4.5964)  0.00
H (3.0239, -3.4499, 4.8632)  0.00
H (4.4851, -3.3973, 2.8742)  0.00
H (3.5178, -3.1906, 0.6261)  0.00



# 3
Here is one molecule with the formula C4H3NO2 from the Open Molecules 2025 dataset. Energies are from ωB97M-V/def2-TZVPD.

SMILES string = C=C1C=NOC1=O
relative energy (zero: lowest compared OMol25 entry of this formula, charge and spin) = 2.4447 eV
lowest unoccupied orbital energy = -0.98 eV
total charge = 0
gap between HOMO and LUMO = 9.179 eV

Each line ends with the Mulliken charge.
Geometry (Å):
C (1.5172, -0.2597, 0.0381)  -0.86
C (0.1946, -0.0725, -0.0901)  0.69
C (-0.8267, -1.0151, -0.0983)  -0.41
N (-1.9892, -0.4505, 0.0871)  -0.26
O (-1.8369, 0.9669, -0.0460)  -0.17
C (-0.5069, 1.2456, -0.0027)  0.56
O (-0.0272, 2.3552, -0.0007)  -0.54
H (2.2626, 0.5211, 0.0280)  0.29
H (1.9768, -1.2037, 0.0229)  0.32
H (-0.7642, -2.0874, 0.0618)  0.38



# 4
Here is one molecule with the formula C15H27NO2 from the Open Molecules 2025 dataset. Energies are from ωB97M-V/def2-TZVPD.

SMILES string = NC[C@H](O)COCC[C@]12C[C@H]3C[C@H](C[C@H](C3)C1)C2
relative energy (zero: lowest compared OMol25 entry of this formula, charge and spin) = 0.0000 eV
lowest unoccupied orbital energy = 0.81 eV
total charge = 0
gap between HOMO and LUMO = 10.191 eV

Each line ends with the Mulliken charge.
Geometry (Å):
N (-5.5985, 1.1916, 0.8555)  -0.57
C (-4.6402, 0.0977, 0.7486)  -0.53
C (-3.6736, 0.4196, -0.3952)  0.04
O (-4.3849, 0.6607, -1.5843)  -0.60
C (-2.6936, -0.7257, -0.6454)  -0.47
O (-1.8677, -0.8665, 0.4859)  -0.33
C (-0.9897, -1.9700, 0.4374)  -1.03
C (0.1913, -1.8532, -0.5345)  -1.90
C (1.2292, -0.7520, -0.2480)  2.64
C (1.8276, -0.8939, 1.1551)  -1.61
C (2.8996, 0.1721, 1.3825)  0.46
C (4.0149, 0.0173, 0.3512)  -1.44
C (3.4273, 0.1774, -1.0491)  0.51
C (2.7995, 1.5629, -1.1861)  -1.48
C (1.6858, 1.7134, -0.1516)  0.43
C (2.2702, 1.5577, 1.2510)  -1.40
C (0.6178, 0.6455, -0.3845)  -1.59
C (2.3608, -0.8918, -1.2767)  -1.78
H (-6.3185, 0.9690, 1.5331)  0.24
H (-5.1285, 2.0348, 1.1714)  0.21
H (-5.1976, -0.8087, 0.4962)  0.35
H (-4.0588, -0.0885, 1.6621)  0.28
H (-3.0889, 1.3145, -0.1208)  0.16
H (-5.2048, 1.1024, -1.3191)  0.43
H (-2.1139, -0.4862, -1.5454)  0.21
H (-3.2524, -1.6549, -0.8334)  0.45
H (-1.5600, -2.8752, 0.1740)  0.43
H (-0.6275, -2.0833, 1.4615)  0.48
H (0.7011, -2.8203, -0.5180)  0.53
H (-0.1973, -1.7085, -1.5451)  0.43
H (1.0457, -0.7728, 1.9062)  0.59
H (2.2621, -1.8901, 1.2729)  0.31
H (3.3161, 0.0539, 2.3900)  0.23
H (4.7871, 0.7713, 0.5209)  0.51
H (4.4800, -0.9665, 0.4496)  0.48
H (4.2222, 0.0601, -1.7952)  0.21
H (3.5592, 2.3331, -1.0328)  0.52
H (2.3930, 1.6893, -2.1923)  0.49
H (1.2300, 2.7057, -0.2489)  0.26
H (1.4820, 1.6800, 1.9973)  0.49
H (3.0243, 2.3282, 1.4293)  0.53
H (0.1930, 0.7656, -1.3842)  0.43
H (-0.1891, 0.7634, 0.3393)  0.44
H (1.9530, -0.7953, -2.2860)  0.46
H (2.8127, -1.8837, -1.1944)  0.49



# 5
Here is one molecule with the formula CH2Br3PS from the Open Molecules 2025 dataset. Energies are from ωB97M-V/def2-TZVPD.

SMILES string = S=P(Br)(Br)CBr
relative energy (zero: lowest compared OMol25 entry of this formula, charge and spin) = 0.5464 eV
lowest unoccupied orbital energy = -0.94 eV
total charge = 0
gap between HOMO and LUMO = 8.854 eV

Each line ends with the Mulliken charge.
Geometry (Å):
S (1.7312, 2.5593, -0.7633)  -0.29
P (1.9887, 0.7907, -0.0660)  0.50
Br (3.0123, 0.3601, 1.9124)  -0.12
Br (3.2498, -0.5250, -1.5388)  -0.17
C (0.5306, -0.3455, -0.0267)  -0.71
Br (0.9196, -2.1174, 0.2520)  0.03
H (-0.2270, 0.0675, 0.9240)  0.33
H (0.1050, -0.1082, -0.9142)  0.43



# 6
Here is C3H7N as an isolated structure from the Open Molecules 2025 dataset. Energies are from ωB97M-V/def2-TZVPD.

relative energy (zero: lowest compared OMol25 entry of this formula, charge and spin) = 5.0312 eV
lowest unoccupied orbital energy = -0.16 eV
total charge = 0
gap between HOMO and LUMO = 6.189 eV

Each line ends with the Mulliken charge.
Geometry (Å):
C (-1.3470, 0.2586, -0.1303)  -0.57
C (-0.4086, -0.5500, 0.4659)  -0.32
C (1.0144, -0.3860, 0.0564)  -0.18
N (1.2189, 0.9905, -0.3137)  -0.90
H (-1.1526, 0.7724, -1.0595)  0.37
H (-0.6582, 0.7599, 0.7770)  0.31
H (-2.3829, 0.1554, 0.1609)  0.27
H (-0.7730, -1.2198, 1.2333)  0.37
H (1.1435, -1.0400, -0.8235)  0.27
H (1.6935, 1.0587, -1.2033)  0.10
H (1.6520, -0.7999, 0.8367)  0.28